--- i ---
C8H15O2P | ωB97M-V/def2-TZVPD

XYZ file:
```
26
Properties=species:S:1:pos:R:3
C 4.79932 0.77911 -0.06113
C 1.65817 -2.18770 0.51797
C 1.09662 -1.42740 1.71821
C 0.76583 -1.61852 -0.59676
C -0.76690 1.92145 -1.34143
C -1.86674 0.06921 -0.02743
C -0.57158 1.77691 1.26401
C -0.62588 0.96509 -0.09016
O 4.91298 1.62631 -0.83707
O 4.65674 -0.04041 0.70957
P 1.14456 0.23174 -0.35654
H 2.72870 -1.82148 0.30015
H 1.63365 -3.29091 0.59724
H 0.00589 -1.25163 1.70586
H 1.46442 -1.40136 2.71754
H 0.83914 -2.02404 -1.59851
H -0.25555 -1.72714 -0.34268
H -1.76313 2.49243 -1.19720
H -1.02290 1.32829 -2.23758
H 0.25515 2.38706 -1.43387
H -1.58258 -0.93846 0.59280
H -2.11917 -0.45586 -0.97727
H -2.71000 0.52553 0.55302
H -0.42115 1.04678 2.13285
H 0.18160 2.45695 1.24839
H -1.50119 2.30582 1.50564
```

Properties
frontier orbital gap (spin up / spin down) = 0.2851 / 0.2934 Eh
lowest unoccupied orbital energy (spin up / spin down) = 0.032 / -0.226 eV
net charge = 0
E_HOMO (spin up / spin down) = -7.73 / -8.21 eV

Results of the Mulliken charge analysis, in e, for atoms 1 through 8: 0.7077 -0.3962 -0.6770 -0.8604 -1.4732 -1.4104 -1.5960 1.1335

***

--- ii ---
C8H15O2P | ωB97M-V/def2-TZVPD

XYZ file:
```
26
Properties=species:S:1:pos:R:3
O -2.29735 -0.94111 1.13611
O -0.64736 0.65960 -0.21254
C -0.08088 -0.00758 -1.29044
C 0.32965 -1.31730 -1.11244
C 0.06261 0.63841 -2.65029
C -1.43188 1.06410 3.23606
C -0.44385 -3.19699 0.35505
C 1.57557 -1.87111 0.95332
C -0.37418 0.13133 2.61125
C 0.17694 -1.81127 0.29923
P -0.90444 -0.46229 0.96271
H 0.80540 -1.90143 -1.87188
H -0.54728 1.54154 -2.72192
H 1.12288 0.92147 -2.80862
H -0.25179 -0.06872 -3.42434
H -1.70423 1.82726 2.45639
H -2.32936 0.57087 3.58440
H -0.97743 1.57195 4.11029
H 0.16616 -3.92675 -0.21039
H -0.57885 -3.57658 1.39190
H -1.41839 -3.16304 -0.11566
H 2.20859 -2.59150 0.41614
H 2.08937 -0.89655 0.92310
H 1.51639 -2.20514 1.98036
H 0.56258 0.66424 2.53003
H -0.27258 -0.72328 3.29104
```

Properties
frontier orbital gap = 0.3532 Eh
lowest unoccupied orbital energy = 0.762 eV
net charge = 0
E_HOMO = -8.85 eV

Results of the Mulliken charge analysis, in e, for atoms 1 through 8: -0.8133 -0.4431 0.5968 -1.2333 -1.3367 -1.1976 -1.7534 -1.6286

***

If you had to name the least stable structure above, which would it be? It would be i.